# 1
Here is 2 unconnected molecules or ions with the total composition C2H6Br2N in a non-equilibrium geometry from OMol25. Energies are from the ωB97M-V functional and the def2-TZVPD basis.

Properties
E_LUMO, eV: -6.988
HOMO-LUMO gap, Eh: 0.2862
E_HOMO, eV: -14.776
Largest force on an atom, eV/Å: 1.26
Relative energy (zero: lowest compared OMol25 entry of this formula, charge and spin), kcal/mol: 33.2
Total charge: +1

```
11
Properties=species:S:1:pos:R:3:forces:R:3
C -0.21997 1.46317 -0.56740 -0.87 0.25 -0.54
C 0.67298 0.83437 0.37974 0.61 -1.07 -0.26
N -0.16405 -1.87192 0.26691 0.17 1.10 0.31
Br -2.09323 1.41292 -0.02970 0.54 -0.08 -0.05
Br 2.40588 0.47014 -0.02898 -0.66 0.36 0.19
H -0.13128 1.06024 -1.58700 0.12 0.00 0.34
H 0.03615 2.53410 -0.66565 0.17 -0.19 0.21
H 0.36163 0.62144 1.39555 0.06 0.10 0.07
H 0.16339 -2.37146 -0.54516 -0.03 -0.17 -0.09
H 0.14062 -2.33766 1.11278 0.00 -0.11 -0.09
H -1.17213 -1.81533 0.26891 -0.12 -0.18 -0.09
```
Positions in Å, forces in eV/Å.

***

# 2
Here is 5 unconnected molecules or ions with the total composition C26H42N3O8S in a non-equilibrium geometry from OMol25. Energies are from the ωB97M-V functional and the def2-TZVPD basis.

Properties
E_LUMO, eV: -4.169
HOMO-LUMO gap, Eh: 0.2571
E_HOMO, eV: -11.165
Largest force on an atom, eV/Å: 1.60
Total charge: +1

```
80
Properties=species:S:1:pos:R:3:forces:R:3
N 0.93841 -0.36620 1.87328 0.23 0.24 -0.11
C 0.94599 0.73337 0.87624 -0.34 -0.88 0.45
C -0.38627 0.78367 0.11078 0.49 0.55 -0.17
C -0.33114 0.32130 -1.35595 -0.29 -0.23 0.52
C 0.59647 -0.87927 -1.63501 -0.33 0.40 -0.67
C 1.68169 -0.56624 -2.68672 0.11 -0.25 0.52
C 3.08131 -1.14064 -2.40367 -0.30 -0.39 -0.35
C 3.21137 -2.38605 -1.51348 0.21 -0.22 0.57
C 4.53761 -2.21113 -0.89094 -0.21 -0.08 -0.17
N 4.96527 -1.00871 -1.01429 0.35 -0.59 0.71
N 6.17103 -0.62070 -0.40435 -1.23 0.72 -0.03
C 6.15046 0.55644 0.01435 1.23 0.15 -1.02
S 6.44672 2.03191 0.31244 -0.30 -0.14 0.44
C 4.08714 -0.14364 -1.81783 0.42 0.42 -1.21
H 1.22054 -1.24565 1.45713 -0.16 -0.08 0.04
H 1.59328 -0.18139 2.62376 -0.01 -0.02 0.00
H 1.78786 0.59385 0.18594 0.09 0.41 -0.12
H 1.08528 1.64781 1.44720 0.11 0.14 -0.12
H -0.71159 1.82296 0.09893 -0.20 -0.01 0.00
H -1.14371 0.24803 0.67292 0.05 -0.21 0.04
H -0.07776 1.17991 -1.97772 0.22 -0.06 -0.14
H -1.34822 0.04944 -1.63136 -0.07 0.10 -0.06
H -0.01649 -1.67790 -2.04904 0.08 -0.23 0.14
H 1.01781 -1.27400 -0.71510 0.04 0.13 0.14
H 1.79340 0.51217 -2.80355 -0.04 0.08 -0.02
H 1.35557 -0.95543 -3.64640 0.01 0.03 -0.09
H 3.48643 -1.46819 -3.36242 0.10 0.12 -0.05
H 3.08336 -3.35114 -1.99994 0.02 0.05 -0.23
H 2.55272 -2.43828 -0.63474 -0.26 0.15 -0.15
H 5.09428 -2.94201 -0.32115 0.12 0.04 0.06
H 4.70184 0.26290 -2.62459 0.08 0.05 0.08
H 3.69458 0.73406 -1.30639 -0.15 -0.38 0.66
O 0.94291 -4.40493 -3.69861 0.15 0.04 0.09
C 1.23634 -4.15982 -4.83230 -0.23 -0.08 0.11
O 1.88553 -3.01450 -5.16062 0.19 0.13 -0.08
C 2.04368 -2.92005 -6.59264 -0.03 -0.06 -0.15
C 1.93058 -4.35413 -7.09591 -0.07 -0.08 0.06
C 0.96882 -4.97305 -6.07943 0.35 0.12 -0.17
H 1.25035 -2.27955 -6.98170 -0.01 -0.01 0.01
H 3.00628 -2.46319 -6.80868 0.00 0.04 0.11
H 1.59244 -4.41599 -8.12729 -0.04 0.04 0.01
H 2.90135 -4.84669 -7.02930 0.01 0.01 -0.02
H -0.07675 -4.83573 -6.35897 -0.03 -0.04 0.03
H 1.15794 -6.02584 -5.89266 -0.16 -0.03 0.07
O -3.50661 0.67266 -0.11449 0.11 0.07 -0.14
C -3.85126 1.79591 0.12201 -0.28 -0.17 0.20
O -3.03201 2.86059 -0.04578 0.04 0.04 -0.04
C -3.68709 4.06330 0.41372 -0.08 0.10 0.02
C -5.17659 3.75691 0.36695 0.12 0.00 -0.05
C -5.19142 2.25961 0.65592 0.04 0.29 -0.22
H -3.33876 4.27173 1.42782 -0.01 -0.03 0.01
H -3.39351 4.88532 -0.23472 0.09 -0.07 -0.04
H -5.76640 4.35026 1.05858 0.11 -0.07 -0.03
H -5.55807 3.93993 -0.63912 0.00 0.02 0.00
H -5.22719 2.05110 1.72609 -0.04 -0.05 0.01
H -5.99857 1.73193 0.15579 0.01 -0.14 0.11
O 3.33751 -2.89536 4.78065 -0.05 0.00 -0.12
C 4.17885 -2.20539 4.30033 0.03 -0.06 0.31
O 4.60053 -2.36352 3.00917 -0.02 0.03 -0.24
C 5.67940 -1.46514 2.72623 0.15 0.13 0.31
C 5.54637 -0.33744 3.74597 -0.02 -0.03 0.12
C 4.95712 -1.07449 4.94815 0.00 0.20 -0.36
H 6.62482 -2.00397 2.83007 0.00 -0.01 0.03
H 5.59824 -1.11349 1.70584 -0.17 -0.21 0.09
H 6.48764 0.17091 3.94548 0.02 -0.06 0.01
H 4.83044 0.40528 3.38728 0.02 0.01 -0.02
H 5.72746 -1.50895 5.58634 -0.03 -0.01 0.05
H 4.29494 -0.45772 5.54805 0.00 -0.11 0.14
O -7.80720 4.39002 1.81771 -0.04 0.02 0.16
C -7.89748 3.86685 2.89058 -0.28 -0.02 -0.14
O -6.86396 3.20200 3.46131 0.06 0.01 0.04
C -7.28544 2.58840 4.69601 -0.05 -0.04 0.12
C -8.50952 3.38153 5.13580 -0.07 0.05 -0.06
C -9.11129 3.79761 3.79436 0.21 0.03 0.33
H -7.51851 1.54116 4.49427 -0.02 0.00 -0.02
H -6.46250 2.63619 5.40428 0.07 0.03 -0.08
H -9.18191 2.80832 5.76969 0.01 -0.05 -0.03
H -8.19664 4.26743 5.68947 0.01 -0.01 0.02
H -9.79114 3.04363 3.39455 -0.03 0.04 -0.04
H -9.61495 4.75915 3.82540 -0.08 -0.03 -0.15
```
Positions in Å, forces in eV/Å.

***

# 3
Here is C2HF5O in the gas phase in a non-equilibrium geometry from OMol25. Energies are from the ωB97M-V functional and the def2-TZVPD basis.

Properties
E_LUMO, eV: -1.210
SMILES: FO[C@@H](F)C(F)(F)F
HOMO-LUMO gap, Eh: 0.4284
E_HOMO, eV: -12.867
Largest force on an atom, eV/Å: 2.53
Relative energy (zero: lowest compared OMol25 entry of this formula, charge and spin), kcal/mol: 93.7
Total charge: 0

```
9
Properties=species:S:1:pos:R:3:forces:R:3
F 2.56806 -1.09207 0.32299 -2.36 0.76 -0.44
O 1.08250 -1.12935 0.09367 0.59 -0.01 0.44
C 0.54614 0.11914 -0.20794 -2.06 -1.19 -0.86
F 0.66914 0.37330 -1.54776 0.01 0.14 0.67
C -1.11044 0.18349 0.14901 1.75 -1.49 -0.25
F -1.50853 1.42130 -0.15914 0.08 -0.74 0.09
F -1.84640 -0.74119 -0.49625 0.58 0.95 -0.01
F -1.28051 -0.04753 1.45508 0.17 0.47 -0.27
H 0.88002 0.91291 0.39033 1.23 1.11 0.64
```
Positions in Å, forces in eV/Å.

***

# 4
Here is 9 unconnected molecules or ions with the total composition C39H52F16N4O11S3 in a non-equilibrium geometry from OMol25. Energies are from the ωB97M-V functional and the def2-TZVPD basis.

Properties
E_LUMO, eV: 0.113
SMILES: FC(F)C(F)(F)COC(F)(F)C(F)F.FC(F)C(F)(F)COC(F)(F)C(F)F.CCOS(C)(=O)=O.CCOS(C)(=O)=O.CCOS(C)(=O)=O.c1ccncc1.c1ccncc1.c1ccncc1.c1ccncc1
HOMO-LUMO gap, Eh: 0.3551
E_HOMO, eV: -9.549
Largest force on an atom, eV/Å: 5.47
Relative energy (zero: lowest compared OMol25 entry of this formula, charge and spin), kcal/mol: 15.8
Total charge: 0

```
125
Properties=species:S:1:pos:R:3:forces:R:3
F 5.15786 4.52325 -4.90880 -0.41 -1.24 -0.60
C 6.42873 4.54158 -4.48234 0.12 1.68 1.08
F 6.30572 5.06148 -3.20521 1.03 -0.77 -0.74
C 7.26763 3.27408 -4.66265 -2.28 -1.35 -3.38
F 6.82568 2.11914 -4.11574 -1.22 -0.05 0.19
F 8.47511 3.35901 -4.28111 3.66 1.61 1.86
C 7.32653 3.00417 -6.23002 -0.34 0.89 -0.40
O 7.92297 4.12004 -7.02907 1.03 -0.42 0.47
C 8.75078 3.72717 -8.13538 -0.34 -0.14 3.60
F 9.54939 2.72506 -7.79661 2.66 0.01 1.37
F 7.98346 3.08631 -8.92729 -2.82 -0.25 -4.02
C 9.42365 5.00142 -8.71025 0.01 2.12 -1.78
F 9.87599 5.83403 -7.72937 0.33 -1.24 -0.49
F 10.39871 4.88571 -9.75098 -1.09 -0.89 2.43
H 6.94767 5.21974 -5.15977 0.24 0.63 0.46
H 6.28551 2.92929 -6.54428 0.16 -0.39 -0.30
H 7.90836 2.09189 -6.36169 -0.24 0.07 -0.01
H 8.67359 5.58083 -9.24858 -0.51 -0.30 0.26
F -3.49832 -4.91181 7.86199 0.68 -0.68 0.50
C -3.50828 -4.49265 6.58583 -2.34 0.67 0.11
F -3.05876 -3.22241 6.59447 1.26 0.03 -0.54
C -2.78070 -5.48552 5.67196 4.08 -0.85 0.06
F -2.89540 -5.19440 4.35373 -0.57 0.26 0.54
F -3.19325 -6.74519 5.88004 -1.74 -0.37 -0.07
C -1.25269 -5.63231 6.05619 0.25 3.15 0.58
O -0.54416 -6.52676 5.27689 0.21 -1.20 -2.30
C 0.87557 -6.56908 5.26833 -4.32 2.92 -1.66
F 1.40253 -5.29420 5.23934 -0.02 -1.02 -0.23
F 1.11611 -7.06678 6.42216 2.57 -1.70 1.98
C 1.36527 -7.35913 4.01137 1.63 -2.16 -0.77
F 0.59737 -8.42584 3.66677 -1.19 0.50 0.55
F 1.60781 -6.71562 2.82342 -0.60 0.68 1.59
H -4.56548 -4.35738 6.35750 -0.14 -0.65 -0.69
H -1.21192 -5.76135 7.13776 -0.06 -0.87 0.08
H -0.75314 -4.67090 5.93683 -0.34 0.50 -0.14
H 2.27602 -7.89625 4.27620 0.62 0.79 0.39
C 2.50605 0.40559 9.25860 -0.74 0.83 -0.34
C 1.55778 1.58128 8.97375 0.53 0.07 -0.72
O 1.56149 2.49000 10.08030 -1.30 1.61 0.40
S 0.50029 3.80521 10.00911 0.49 -0.24 -0.95
C -1.19664 2.88073 10.15298 1.50 0.84 0.49
O 0.83363 4.55945 11.22626 -0.93 -1.40 -2.49
O 0.54585 4.43561 8.64019 -0.11 -1.83 3.86
H 2.14452 0.00188 10.20434 0.67 -0.32 0.04
H 3.55444 0.70117 9.21858 -0.11 0.09 0.59
H 2.39784 -0.32490 8.45687 -0.27 -0.11 0.09
H 1.86784 2.17032 8.11062 -0.09 -0.27 -0.26
H 0.55556 1.18603 8.80811 -0.10 0.04 -0.01
H -1.91123 3.67286 10.37657 -0.05 0.00 -0.72
H -1.25330 2.21211 11.01194 0.72 0.09 0.09
H -1.32236 2.28357 9.24983 -0.21 0.61 -0.08
C -3.55112 6.20044 -1.60139 0.16 -0.59 0.20
C -4.69480 5.21357 -1.91480 1.53 -0.23 -1.51
O -5.79972 5.34939 -1.07133 -2.48 0.26 0.21
S -7.17178 4.46321 -1.38906 1.20 -2.02 0.94
C -6.46598 2.75781 -0.97705 -0.69 1.67 -0.10
O -8.11906 4.77728 -0.32935 1.31 0.18 -1.85
O -7.48813 4.44640 -2.80823 0.25 0.69 1.71
H -2.65283 5.78185 -2.05524 0.11 -0.33 0.19
H -3.39226 6.26843 -0.52517 0.05 -0.01 -0.02
H -3.53598 7.20690 -2.01961 -0.99 -0.01 0.01
H -4.90860 5.25196 -2.98294 -0.71 0.56 -0.05
H -4.33799 4.18563 -1.85048 0.45 -0.07 0.56
H -5.76326 2.47772 -1.76179 -0.31 -0.12 0.06
H -7.33727 2.11026 -0.87904 0.18 -0.04 -0.26
H -5.97065 2.85395 -0.01086 -0.04 0.05 -0.10
C -3.68946 -8.56244 -0.44367 0.91 -0.03 0.33
C -3.86970 -9.71494 0.51381 0.52 0.38 0.35
O -5.21675 -9.58643 1.01054 -1.49 -1.73 -0.45
S -6.01543 -11.00900 1.25906 0.26 -0.02 1.02
C -5.10382 -11.35749 2.92441 -2.35 -0.57 -1.96
O -7.42885 -10.73332 1.53873 2.70 -0.07 -0.40
O -5.68471 -11.97029 0.21247 -0.19 1.28 1.37
H -2.77418 -8.73116 -1.01103 -0.16 -0.09 -0.38
H -3.47982 -7.64003 0.09794 -0.54 0.13 -0.03
H -4.57336 -8.49840 -1.07827 0.27 0.17 -0.07
H -3.58922 -10.65833 0.04537 -0.92 -0.19 -0.17
H -3.23546 -9.67692 1.39947 0.26 0.42 -0.02
H -4.02319 -11.41266 2.79297 -0.30 0.33 0.05
H -5.54319 -12.31916 3.18945 0.33 -0.08 0.24
H -5.57530 -10.58985 3.53803 0.70 0.07 0.13
C 1.75635 -6.18065 -6.36163 -0.62 1.00 -2.28
C 1.62085 -5.22798 -7.42691 -0.70 -1.68 1.12
C 2.10120 -3.95274 -7.28562 1.60 0.14 0.88
N 2.81517 -3.57757 -6.20835 -0.85 -1.97 2.40
C 2.84728 -4.49921 -5.14125 -0.32 1.87 -2.05
C 2.33980 -5.79691 -5.19160 0.82 0.82 0.15
H 1.36275 -7.17247 -6.52825 0.02 -0.11 0.12
H 1.06201 -5.52334 -8.30260 0.09 0.03 -0.15
H 2.06708 -3.19584 -8.05526 -0.27 -0.09 -0.27
H 3.22360 -4.09123 -4.21479 0.44 -0.05 -0.05
H 2.49820 -6.47767 -4.36827 -0.20 0.04 0.13
C -3.33630 1.85756 -10.09597 -0.39 -0.70 1.54
C -2.27161 1.39668 -9.28817 -1.47 0.62 -0.50
C -2.51760 1.16237 -7.92071 -1.38 0.82 -0.50
N -3.68750 1.47400 -7.31091 -0.76 -0.46 -1.68
C -4.75382 1.84142 -8.13828 2.60 0.05 1.54
C -4.60960 2.01881 -9.48249 1.02 -0.03 -1.01
H -3.23332 2.01314 -11.15973 0.18 0.11 -0.01
H -1.29077 1.28630 -9.72657 0.08 -0.25 0.13
H -1.72989 0.71985 -7.32903 0.00 0.19 0.38
H -5.68697 2.15149 -7.69166 0.01 -0.37 0.48
H -5.49026 2.33280 -10.02309 0.11 0.02 -0.35
C 0.98663 1.18196 0.03356 -0.09 -1.85 -1.13
C 0.50476 -0.11379 0.36625 0.77 1.45 0.03
C 0.08754 -0.34561 1.67210 -0.57 0.47 0.14
N -0.04211 0.60929 2.63415 1.87 0.76 -2.50
C 0.44997 1.81964 2.18865 -1.57 -0.84 2.47
C 0.93586 2.16670 0.95324 -0.27 0.38 1.13
H 1.45317 1.41317 -0.91263 -0.28 -0.32 -0.38
H 0.49004 -0.89530 -0.37901 0.13 -0.12 0.11
H -0.18843 -1.35770 1.92883 -0.25 -0.06 0.26
H 0.39390 2.57790 2.95566 -0.03 0.23 0.09
H 1.20688 3.19980 0.79304 0.28 -0.09 -0.20
C 1.27627 9.56202 3.45508 1.04 -1.21 1.32
C 0.94577 10.71402 2.78388 1.74 0.33 0.31
C 2.02942 11.59051 2.54335 1.10 0.29 -0.35
N 3.36236 11.44597 2.89456 -2.58 -2.38 0.11
C 3.60637 10.21527 3.44836 -1.06 0.89 0.02
C 2.61756 9.24957 3.75845 0.72 1.88 -0.89
H 0.52870 8.92402 3.90284 -0.32 -0.24 -0.46
H -0.09267 10.88568 2.54185 0.16 0.49 -0.19
H 1.88129 12.49389 1.97031 -0.33 0.24 0.12
H 4.62613 10.03840 3.75689 0.19 -0.05 -0.12
H 3.01812 8.36388 4.22908 -0.66 -0.24 0.14
```
Positions in Å, forces in eV/Å.